Entry 1:
2 unconnected molecules or ions with the total composition C25H39F4Si4. Source: OMol25; level of theory: the ωB97M-V functional and the def2-TZVPD basis.

Calculated values
orbital gap = 5.4 eV
charge = +1
energy above the lowest of the compared OMol25 structures with the same formula, charge and spin = 2.021 eV
2S+1 = 1
DFT total energy = -2533.15407 Ha
highest occupied orbital energy = -11.160 eV

XYZ file:
```
72
Properties=species:S:1:pos:R:3:forces:R:3:mulliken_charge:R:1
C -0.171 -5.018 1.064 0.1 0.2 0.0 -0.96
Si 0.979 -3.528 0.882 0.7 0.4 0.2 0.45
C 1.654 -3.074 2.594 0.1 -0.4 -0.1 -1.10
C 2.417 -4.015 -0.254 -0.1 -0.2 0.3 -1.07
Si -0.056 -1.517 -0.017 -0.8 -1.1 0.5 -0.32
Si -1.946 -1.133 1.404 0.2 0.7 0.1 0.27
C -3.038 -2.653 1.601 0.0 0.3 0.1 -0.99
C -1.208 -0.597 3.069 -0.4 -0.1 -0.1 -0.73
C -2.913 0.317 0.662 -0.2 -0.3 0.3 -0.77
C 1.057 0.040 -0.121 1.3 -1.2 0.5 1.14
C 2.505 -0.148 0.262 0.5 0.9 -0.9 -1.04
C 0.762 1.230 -0.755 -1.1 2.2 -0.8 -1.48
Si -0.992 -2.393 -2.100 0.1 0.6 -0.6 0.48
C -2.105 -3.910 -1.884 0.2 0.3 0.1 -0.99
C -1.988 -0.974 -2.862 0.1 -0.4 -0.2 -1.03
C 0.455 -2.848 -3.240 -0.3 0.1 0.1 -1.08
H 0.390 -5.855 1.505 0.0 0.3 -0.1 0.41
H -1.015 -4.813 1.719 0.0 0.0 0.0 0.26
H -0.562 -5.360 0.109 0.0 0.0 0.0 0.27
H 2.267 -3.900 2.986 -0.1 0.2 -0.1 0.42
H 2.284 -2.183 2.567 0.0 0.0 0.0 0.27
H 0.848 -2.897 3.308 0.1 0.0 0.0 0.31
H 3.019 -4.809 0.216 -0.2 0.2 -0.1 0.41
H 2.063 -4.399 -1.213 0.0 0.0 0.1 0.29
H 3.083 -3.173 -0.454 0.0 0.0 0.0 0.28
H -3.895 -2.395 2.239 0.2 0.0 -0.1 0.41
H -3.431 -3.003 0.650 0.0 0.0 0.0 0.25
H -2.512 -3.477 2.077 0.0 0.0 0.0 0.25
H -2.009 -0.242 3.734 0.2 -0.1 -0.1 0.46
H -0.691 -1.422 3.568 -0.1 0.1 0.0 0.31
H -0.494 0.221 2.939 0.0 0.0 0.0 -0.09
H -3.764 0.565 1.317 0.2 0.0 -0.2 0.45
H -2.289 1.211 0.574 0.0 -0.1 0.0 0.05
H -3.308 0.070 -0.327 0.0 0.1 0.1 0.22
H 3.056 0.792 0.087 -0.1 -0.3 0.1 0.35
H 2.677 -0.414 1.305 -0.4 -0.2 0.0 0.10
H 3.007 -0.887 -0.368 -0.2 -0.3 0.1 0.29
H 1.416 1.451 -1.650 -0.8 -0.2 0.9 0.44
H -0.241 1.645 -0.657 -0.3 -0.9 -1.3 0.43
H -2.526 -4.191 -2.862 0.2 0.2 0.2 0.41
H -1.558 -4.772 -1.507 0.0 0.0 0.0 0.27
H -2.939 -3.718 -1.213 0.0 0.0 0.0 0.26
H -2.295 -1.237 -3.888 0.1 0.1 0.3 0.42
H -2.892 -0.766 -2.283 0.1 0.0 -0.1 0.29
H -1.387 -0.061 -2.909 -0.1 0.0 0.0 0.26
H 0.093 -3.001 -4.269 0.1 0.0 0.3 0.40
H 1.196 -2.044 -3.258 0.0 -0.1 -0.1 0.30
H 0.952 -3.767 -2.918 -0.1 0.1 -0.1 0.30
F -1.825 5.834 -2.994 1.5 -0.5 0.0 -0.29
C -0.533 5.398 -2.808 -0.9 0.6 0.9 0.15
C 0.457 5.779 -3.704 -0.6 -0.9 0.3 -0.53
C 1.734 5.302 -3.415 0.5 1.2 -0.6 0.28
F 2.719 5.704 -4.293 -0.9 -0.8 1.2 -0.29
C 2.047 4.581 -2.273 -0.2 -0.4 0.0 -0.70
C 1.019 4.194 -1.358 -0.6 0.4 -2.1 0.63
C 1.342 3.233 -0.312 2.2 -0.6 0.5 -0.61
C 0.924 3.364 1.071 0.0 -0.5 1.9 1.00
C 1.861 2.990 2.087 -0.3 -0.4 -0.4 -0.89
C 1.429 2.755 3.376 0.0 0.6 1.3 0.44
F 2.312 2.369 4.358 -0.8 0.4 -1.3 -0.33
C 0.106 2.981 3.787 -0.4 -0.7 -0.6 -0.66
C -0.792 3.307 2.774 -0.9 0.7 0.1 0.40
F -2.154 3.344 3.053 2.0 0.2 -0.2 -0.37
C -0.393 3.643 1.475 -0.1 -0.6 0.0 -0.47
C -0.286 4.679 -1.632 0.4 -0.5 0.1 -0.58
H 0.188 6.335 -4.599 0.3 0.0 0.2 0.48
H 3.089 4.324 -2.105 -0.1 -0.1 0.0 0.51
H 2.358 2.802 -0.421 -0.5 1.2 0.4 0.57
H 2.915 2.854 1.863 -0.2 -0.1 -0.1 0.56
H -0.254 2.793 4.804 0.3 0.1 -0.5 0.44
H -1.121 4.046 0.778 0.0 -0.4 0.4 0.27
H -1.097 4.445 -0.940 0.1 0.2 -0.7 0.45
```
Forces are in eV/Å.

Entry 2:
2 unconnected molecules or ions with the total composition C3H8BNO. Source: OMol25; level of theory: the ωB97M-V functional and the def2-TZVPD basis.

Calculated values
orbital gap (spin up / spin down) = 6.3 / 7.2 eV
energy above the lowest of the compared OMol25 structures with the same formula, charge and spin = 3.008 eV
2S+1 = 3
DFT total energy = -273.75730 Ha
highest occupied orbital energy (spin up / spin down) = -5.713 / -9.992 eV

XYZ file:
```
14
Properties=species:S:1:pos:R:3:forces:R:3:mulliken_spin:R:1
B 0.932 1.488 -0.380 1.1 1.1 2.0 -0.04
C -0.559 1.198 -0.007 6.1 8.1 1.8 0.86
C -1.062 0.046 -0.374 -5.3 -7.8 -1.1 0.70
C -2.285 -0.496 0.280 1.6 1.8 0.5 -0.01
N 2.211 1.766 -0.310 -0.9 -0.5 -1.3 0.32
O 2.679 -1.483 0.195 -2.5 -1.4 -0.3 0.00
H -1.182 1.738 0.684 0.3 1.1 -0.1 0.02
H -0.648 -0.482 -1.130 1.0 -1.6 -2.5 0.05
H -2.274 -0.059 1.275 -0.5 -0.1 0.5 0.01
H -2.294 -1.526 0.354 -0.1 -2.2 0.1 0.02
H -3.188 -0.187 -0.198 -0.9 0.5 -0.5 0.08
H 3.210 1.866 -0.652 -2.5 -0.3 0.8 -0.01
H 1.657 -1.401 0.105 2.6 0.0 0.3 0.00
H 2.802 -2.469 0.158 -0.1 1.4 0.1 0.00
```
Forces are in eV/Å.

Entry 3:
A gas-phase ion, C2H2NO3 (charge -1). Source: OMol25; level of theory: the ωB97M-V functional and the def2-TZVPD basis.

Calculated values
orbital gap (spin up / spin down) = 8.0 / 8.6 eV
charge = -1
energy above the lowest of the compared OMol25 structures with the same formula, charge and spin = 5.189 eV
2S+1 = 1
DFT total energy = -357.80845 Ha
highest occupied orbital energy (spin up / spin down) = -3.679 / -4.260 eV

XYZ file:
```
8
Properties=species:S:1:pos:R:3:forces:R:3:mulliken_charge:R:1
C 0.345 1.448 0.443 -1.0 0.2 -1.3 0.58
C -0.327 0.120 0.568 -1.9 0.0 3.2 -0.13
N 0.585 -1.170 -1.118 0.4 -2.8 -2.0 -0.53
O 1.221 1.363 -0.469 0.5 1.1 0.6 -0.74
O -0.170 2.431 1.055 1.1 -1.4 -0.5 -0.73
O -0.200 -0.961 -0.129 -1.1 0.7 1.3 -0.07
H -1.079 -0.063 1.413 1.0 0.3 -1.4 0.31
H 1.223 -0.429 -1.175 0.9 1.9 0.0 0.29
```
Forces are in eV/Å.

Entry 4:
A gas-phase ion, CH4N2 (charge -1). Source: OMol25; level of theory: the ωB97M-V functional and the def2-TZVPD basis.

Calculated values
orbital gap (spin up / spin down) = 3.6 / 10.0 eV
charge = -1
energy above the lowest of the compared OMol25 structures with the same formula, charge and spin = 0.000 eV
2S+1 = 2
DFT total energy = -149.94845 Ha
highest occupied orbital energy (spin up / spin down) = 1.479 / -4.778 eV

XYZ file:
```
7
Properties=species:S:1:pos:R:3:forces:R:3:mulliken_spin:R:1
N 0.475 0.218 0.936 -0.4 -0.5 -2.0 0.29
C -0.157 -0.230 -0.190 0.0 0.3 0.6 3.43
N -0.168 0.433 -1.285 0.0 0.1 0.3 -0.63
H 1.017 1.030 0.706 0.2 0.4 1.1 -0.22
H 0.230 -0.217 1.817 0.4 0.1 0.3 -1.06
H -0.613 -1.205 -0.037 -0.4 0.0 -0.1 -0.54
H -0.784 -0.029 -1.947 0.2 -0.4 -0.2 -0.26
```
Forces are in eV/Å.

> Which value of energy above the lowest of the compared OMol25 structures with the same formula, charge and spin does entry 4 give?

0.000 eV

> What is the energy above the lowest of the compared OMol25 structures with the same formula, charge and spin in the third record?

5.189 eV

> Which formula does entry 3 have?

C2H2NO3

> 2S+1 of number 2 (C3H8BNO)?

3